Record 1
{
  "formula": "C29H16Cl5IN2O2PSeW",
  "method": "ωB97M-V with the def2-TZVPD basis set",
  "symbols": ["W", "I", "C", "C", "C", "C", "C", "C", "C", "C", "C", "P", "C", "C", "C", "C", "C", "C", "C", "C", "C", "C", "C", "C", "C", "H", "H", "H", "H", "H", "H", "H", "H", "H", "H", "H", "H", "H", "H", "H", "H", "Cl", "C", "C", "C", "Cl", "C", "Cl", "C", "Cl", "C", "Cl", "O", "N", "O", "Se", "C", "N"],
  "coordinates": [[-1.729, 0.913, 1.916], [-1.115, 3.349, 0.914], [-0.727, 2.938, -1.318], [-1.348, 3.840, -2.135], [-1.003, 3.911, -3.492], [0.010, 3.126, -3.956], [0.645, 2.179, -3.124], [1.680, 1.387, -3.656], [2.330, 0.464, -2.887], [1.916, 0.267, -1.570], [0.885, 0.991, -1.002], [0.471, 0.306, 0.660], [2.063, 0.590, 1.528], [2.315, 1.886, 1.979], [3.513, 2.193, 2.595], [4.462, 1.203, 2.797], [4.217, -0.086, 2.353], [3.031, -0.394, 1.709], [0.395, -1.495, 0.352], [-0.015, -2.013, -0.873], [-0.224, -3.374, -1.015], [-0.015, -4.230, 0.054], [0.417, -3.725, 1.270], [0.603, -2.365, 1.430], [0.250, 2.021, -1.750], [-2.072, 4.533, -1.736], [-1.497, 4.621, -4.136], [0.358, 3.229, -4.972], [1.947, 1.528, -4.693], [3.136, -0.131, -3.287], [2.402, -0.504, -0.989], [1.584, 2.671, 1.829], [3.694, 3.209, 2.912], [5.390, 1.436, 3.294], [4.952, -0.862, 2.502], [2.865, -1.399, 1.356], [-0.170, -1.361, -1.719], [-0.551, -3.766, -1.964], [-0.191, -5.287, -0.061], [0.602, -4.393, 2.099], [0.885, -1.965, 2.397], [-3.801, 1.721, 2.003], [-3.046, -1.496, 1.059], [-2.671, -0.795, -0.116], [-3.012, -1.320, -1.371], [-2.597, -0.410, -2.765], [-3.644, -2.554, -1.460], [-4.018, -3.209, -2.989], [-3.969, -3.265, -0.293], [-4.678, -4.811, -0.427], [-3.695, -2.727, 0.967], [-4.094, -3.595, 2.386], [-1.309, -0.882, 2.324], [-2.666, -0.881, 2.269], [-2.078, 0.375, 0.010], [-0.892, 1.291, 4.178], [-0.289, 3.019, 4.276], [0.097, 4.096, 4.339]],
  "multiplicity": 3,
  "charge": 1,
  "homo_lumo_gap_ev": [7.0, 4.6],
  "homo_ev": [-11.257, -11.532],
  "de_lowest_ev": 1.2572,
  "e_tot_ha": -6782.95376
}

***

Record 2
{
  "formula": "C33H56ClN2O3PRh",
  "method": "ωB97M-V with the def2-TZVPD basis set",
  "symbols": ["Rh", "Cl", "P", "C", "H", "H", "C", "C", "C", "H", "C", "H", "H", "C", "H", "H", "C", "H", "H", "C", "H", "H", "H", "H", "C", "C", "H", "C", "H", "H", "C", "H", "H", "C", "H", "H", "C", "H", "H", "H", "H", "C", "H", "C", "H", "H", "C", "H", "H", "C", "H", "H", "C", "H", "H", "H", "H", "C", "C", "H", "C", "H", "C", "H", "H", "C", "H", "H", "C", "H", "H", "H", "H", "C", "C", "C", "C", "C", "C", "O", "N", "C", "O", "N", "C", "O", "H", "H", "H", "H", "H", "H", "H", "H", "H", "H", "H"],
  "coordinates": [[-0.953, 0.943, 1.173], [-1.274, 2.393, 3.009], [-1.076, -0.929, -0.027], [2.067, 2.715, -2.400], [2.630, 3.556, -2.138], [2.520, 1.797, -2.052], [-1.870, -1.775, 1.452], [0.667, -1.589, -0.488], [-2.556, -3.123, 1.293], [-1.002, -1.905, 2.123], [-2.905, -3.675, 2.684], [-3.482, -2.981, 0.721], [-1.926, -3.828, 0.735], [-3.615, -2.682, 3.625], [-3.517, -4.575, 2.573], [-1.967, -3.996, 3.152], [-2.943, -1.300, 3.600], [-4.655, -2.558, 3.281], [-3.632, -3.077, 4.654], [-2.861, -0.833, 2.143], [-3.484, -0.588, 4.233], [-1.930, -1.353, 4.030], [-3.854, -0.950, 1.675], [-2.549, 0.239, 2.027], [-2.059, -1.387, -1.574], [1.079, -1.473, -1.969], [1.278, -0.863, 0.077], [2.497, -2.019, -2.199], [0.388, -2.047, -2.607], [1.013, -0.417, -2.290], [2.695, -3.429, -1.631], [2.699, -2.044, -3.276], [3.236, -1.338, -1.753], [2.266, -3.543, -0.166], [2.124, -4.152, -2.231], [3.748, -3.724, -1.722], [0.867, -2.983, 0.112], [2.282, -4.593, 0.144], [2.989, -3.018, 0.474], [0.108, -3.673, -0.297], [0.714, -2.925, 1.202], [-3.540, -0.982, -1.532], [-1.563, -0.755, -2.335], [-4.182, -1.202, -2.917], [-4.070, -1.593, -0.778], [-3.650, 0.076, -1.242], [-3.972, -2.619, -3.476], [-5.258, -1.003, -2.852], [-3.750, -0.482, -3.628], [-2.512, -3.081, -3.389], [-4.603, -3.331, -2.926], [-4.304, -2.667, -4.521], [-1.924, -2.866, -1.992], [-2.437, -4.145, -3.640], [-1.906, -2.534, -4.129], [-2.461, -3.490, -1.259], [-0.875, -3.194, -1.980], [-1.017, 1.806, -0.599], [0.870, 2.946, -2.973], [-1.002, 1.221, -1.638], [-0.047, 4.163, -2.760], [0.296, 2.003, -3.168], [-0.229, 4.874, -1.384], [0.374, 4.932, -3.428], [-1.090, 3.962, -3.072], [-1.487, 4.436, -0.551], [0.685, 4.810, -0.792], [-0.392, 5.954, -1.553], [-1.900, 2.967, -0.764], [-1.432, 4.673, 0.529], [-2.333, 5.075, -0.878], [-2.560, 2.663, 0.042], [-2.373, 2.865, -1.752], [2.757, 4.114, 3.114], [3.618, 3.478, 2.027], [3.379, 1.954, 1.836], [4.487, 1.315, 0.950], [5.176, 2.229, -0.046], [3.428, 1.246, 3.208], [4.162, 1.598, 4.122], [2.695, 0.075, 3.270], [1.514, -0.197, 2.556], [0.955, -1.271, 2.803], [1.126, 0.794, 1.693], [1.980, 1.740, 1.214], [1.586, 2.540, 0.363], [1.733, 3.720, 3.066], [2.722, 5.200, 2.961], [3.175, 3.916, 4.112], [3.443, 3.995, 1.068], [4.678, 3.624, 2.284], [5.235, 0.950, 1.661], [4.063, 0.410, 0.493], [5.761, 2.990, 0.488], [5.874, 1.618, -0.628], [4.452, 2.706, -0.719], [2.885, -0.530, 4.070]],
  "multiplicity": 5,
  "charge": -1,
  "homo_lumo_gap_ev": [4.4, 7.7],
  "homo_ev": [-1.814, -5.280],
  "e_tot_ha": -2538.29051
}

***

Record 3
{
  "formula": "C6H13B3BaF12O4",
  "method": "ωB97M-V with the def2-TZVPD basis set",
  "symbols": ["Ba", "B", "F", "F", "F", "F", "B", "F", "F", "F", "F", "B", "F", "F", "F", "F", "C", "C", "O", "O", "H", "H", "H", "C", "O", "C", "C", "O", "C", "H", "H", "H", "H", "H", "H", "H", "H", "H", "H"],
  "coordinates": [[-0.314, 0.188, 0.736], [-0.940, -2.519, 1.805], [-0.962, -3.631, 2.510], [-2.065, -1.759, 1.930], [0.203, -1.868, 2.130], [-0.840, -2.967, 0.490], [0.510, 3.595, -0.306], [1.042, 2.305, -0.410], [-0.467, 3.566, 0.717], [1.432, 4.521, -0.086], [-0.121, 3.941, -1.519], [-1.809, 0.937, -2.030], [-2.385, 2.189, -2.068], [-2.120, 0.159, -3.096], [-0.506, 0.870, -1.731], [-2.453, 0.259, -0.997], [-4.660, 1.014, 0.989], [-3.680, 2.083, 1.167], [-2.520, 1.845, 1.619], [-4.000, 3.261, 0.852], [-4.064, 0.112, 1.126], [-5.193, 0.906, 0.045], [-5.297, 1.043, 1.873], [3.581, -1.068, 1.943], [2.829, -0.413, 1.031], [3.442, -0.260, -0.247], [2.696, -1.366, -1.067], [1.241, -1.237, -1.014], [0.703, -1.998, -2.020], [4.645, -0.833, 1.925], [3.421, -2.126, 1.739], [3.313, -1.064, 2.999], [4.514, -0.450, -0.184], [3.149, 0.633, -0.799], [3.074, -2.367, -0.857], [3.048, -1.105, -2.064], [-0.344, -1.780, -2.231], [0.824, -3.080, -1.962], [1.076, -1.538, -2.935]],
  "multiplicity": 1,
  "charge": -2,
  "homo_lumo_gap_ev": 5.1,
  "homo_ev": -1.261,
  "e_tot_ha": -1836.65124
}

***

Record 4
{
  "formula": "C6H10O",
  "method": "ωB97M-V with the def2-TZVPD basis set",
  "symbols": ["C", "C", "C", "O", "C", "C", "C", "H", "H", "H", "H", "H", "H", "H", "H", "H", "H"],
  "coordinates": [[0.345, 1.475, 0.243], [1.433, 0.718, 0.385], [1.645, -0.658, -0.201], [0.494, -1.269, -0.743], [-0.593, -1.349, 0.160], [-1.576, -0.176, -0.015], [-0.877, 1.080, -0.551], [0.330, 2.451, 0.725], [2.267, 1.092, 0.979], [2.077, -1.310, 0.581], [2.368, -0.603, -1.027], [-0.219, -1.387, 1.192], [-1.095, -2.302, -0.038], [-2.053, 0.035, 0.950], [-2.378, -0.450, -0.711], [-0.577, 0.893, -1.587], [-1.595, 1.907, -0.573]],
  "smiles": "C1=CCOCCC1",
  "multiplicity": 1,
  "homo_lumo_gap_ev": 10.3,
  "homo_ev": -9.188,
  "de_lowest_ev": 0.6589,
  "e_tot_ha": -309.81816
}

***

Record 5
{
  "formula": "C5H12O2",
  "method": "ωB97M-V with the def2-TZVPD basis set",
  "symbols": ["C", "C", "C", "C", "O", "H", "H", "H", "H", "H", "H", "H", "H", "C", "O", "H", "H", "H", "H"],
  "coordinates": [[0.158, 0.939, -0.948], [0.989, 0.332, -0.051], [2.249, -0.369, -0.490], [0.926, 0.768, 1.409], [-0.347, 1.227, 1.790], [0.212, 0.733, -2.015], [-0.554, 1.693, -0.635], [2.488, -1.229, 0.141], [3.096, 0.323, -0.432], [2.182, -0.722, -1.520], [1.281, -0.068, 2.040], [1.622, 1.605, 1.568], [-0.995, 0.584, 1.433], [-2.627, -1.064, -0.477], [-1.456, -0.524, 0.003], [-2.534, -1.665, -1.382], [-3.067, -1.634, 0.329], [-3.329, -0.267, -0.714], [-0.293, -0.664, -0.049]],
  "smiles": "C=C(C)CO.CO",
  "multiplicity": 1,
  "homo_lumo_gap_ev": 9.6,
  "homo_ev": -9.035,
  "de_lowest_ev": 3.6786,
  "e_tot_ha": -348.06963
}

***

Record 6
{
  "formula": "C16H10AlBrN2OSbSe4",
  "method": "ωB97M-V with the def2-TZVPD basis set",
  "symbols": ["Al", "Br", "C", "C", "C", "C", "O", "C", "C", "N", "C", "C", "C", "C", "C", "C", "C", "C", "N", "C", "C", "H", "H", "H", "H", "H", "H", "H", "H", "H", "H", "Se", "Sb", "Se", "Se", "Se"],
  "coordinates": [[0.022, 0.547, 0.233], [4.524, -3.647, -3.724], [3.326, -2.413, -2.932], [2.752, -1.412, -3.719], [1.873, -0.512, -3.160], [1.547, -0.594, -1.808], [0.708, 0.298, -1.284], [2.105, -1.625, -1.005], [1.679, -1.847, 0.335], [0.826, -1.078, 0.942], [0.153, -1.371, 2.123], [0.636, -1.960, 3.267], [-0.212, -2.143, 4.372], [-1.530, -1.771, 4.334], [-2.061, -1.158, 3.179], [-3.402, -0.747, 3.035], [-3.810, -0.148, 1.868], [-2.877, 0.082, 0.857], [-1.614, -0.291, 0.960], [-1.195, -0.920, 2.087], [3.013, -2.524, -1.598], [2.998, -1.355, -4.767], [1.427, 0.279, -3.746], [2.016, -2.762, 0.821], [1.668, -2.266, 3.334], [0.189, -2.578, 5.276], [-2.180, -1.944, 5.180], [-4.100, -0.914, 3.841], [-4.831, 0.165, 1.722], [-3.151, 0.593, -0.056], [3.463, -3.298, -0.995], [1.460, 3.140, -2.511], [1.332, 4.100, -0.247], [3.585, 4.449, 0.726], [0.040, 6.211, -0.362], [0.005, 2.485, 1.409]],
  "multiplicity": 1,
  "charge": 1,
  "homo_lumo_gap_ev": [5.2, 5.4],
  "homo_ev": [-10.627, -10.755],
  "e_tot_ha": -13462.81723
}